(1)
{"formula": "C21H25BN9Ru", "method": "wB97M-V/def2-TZVPD", "spin_multiplicity": 6, "charge": 4, "s_squared": 8.79, "e_lumo_ev": [-12.97, -15.36], "mol_weight_g_mol": 515.4, "gap_ev": [7.67, 5.07], "total_energy_ev": -38807.5831, "e_homo_ev": [-20.6, -20.4], "symbols": ["Ru", "C", "C", "N", "N", "C", "B", "N", "C", "C", "C", "N", "N", "C", "C", "C", "N", "N", "C", "C", "C", "N", "H", "H", "H", "H", "H", "H", "H", "H", "H", "H", "H", "H", "C", "N", "C", "C", "C", "C", "C", "C", "C", "C", "H", "H", "H", "H", "H", "H", "H", "H", "H", "H", "H", "H", "H"], "positions_angstrom": [[0.263156, -0.168406, -0.666029], [0.088585, 4.112120, -1.060639], [-0.159402, 2.864527, -1.602033], [0.466259, 1.917430, -0.885231], [1.150618, 2.544164, 0.125854], [0.901477, 3.865156, 0.025675], [2.068898, 1.666272, 1.042774], [1.152925, 0.775781, 1.940796], [0.992870, 0.741787, 3.270743], [0.107391, -0.268318, 3.607747], [-0.253085, -0.834193, 2.403535], [0.382855, -0.211335, 1.391424], [2.916106, 0.733151, 0.133082], [4.230896, 0.646952, -0.115718], [4.452874, -0.306733, -1.101270], [3.201415, -0.776409, -1.423912], [2.264839, -0.142862, -0.669350], [3.073944, 2.422661, 1.962104], [3.425700, 3.656015, 2.175264], [4.461133, 3.648837, 3.186237], [4.633413, 2.262480, 3.500181], [3.819273, 1.526971, 2.806805], [-0.265112, 5.067555, -1.411652], [-0.750659, 2.607326, -2.467538], [1.267142, 4.583589, 0.735336], [1.497293, 1.433193, 3.927481], [-0.215347, -0.555315, 4.594789], [-0.924480, -1.657625, 2.218843], [4.956832, 1.254550, 0.400076], [5.399033, -0.610626, -1.517940], [2.925513, -1.525511, -2.149789], [3.033853, 4.514278, 1.657574], [4.920500, 4.505970, 3.662305], [5.315480, 1.822520, 4.215278], [-3.205112, -4.642099, -0.985884], [-2.396913, -3.950976, -2.055436], [-3.117317, -3.892418, -3.382510], [-1.746195, -2.662373, -1.621699], [-2.585639, -1.482443, -1.191356], [-3.944737, -1.432425, -1.297988], [-4.652674, -0.287007, -0.873933], [-3.965940, 0.849520, -0.335735], [-2.604046, 0.814686, -0.230952], [-1.850322, -0.294941, -0.682996], [-3.462074, -5.634688, -1.348452], [-4.114783, -4.088601, -0.782555], [-2.602509, -4.729880, -0.084779], [-1.605737, -4.576001, -2.228101], [-4.050102, -3.349056, -3.291011], [-3.330205, -4.913968, -3.689321], [-2.472326, -3.418322, -4.118828], [-1.126264, -2.354898, -2.466136], [-1.087768, -2.932511, -0.791901], [-4.524100, -2.251897, -1.691963], [-5.734185, -0.278538, -0.938674], [-4.524644, 1.719636, -0.012813], [-2.098604, 1.673252, 0.190200]], "atomic_forces_ev_per_a": [[0.1511, 0.3905, 0.5602], [-0.0795, 0.0128, -0.1023], [-0.0400, -0.0128, 0.0090], [-0.0594, -0.1038, -0.0004], [0.1413, 0.1851, 0.0269], [0.0725, -0.0734, 0.1094], [-0.1231, -0.1916, -0.1660], [0.2521, -0.0824, 0.1362], [0.0173, 0.1500, 0.0158], [-0.0947, -0.1346, -0.0229], [-0.0599, -0.0202, 0.0555], [-0.1797, 0.0890, -0.5775], [0.0031, 0.1213, 0.1267], [0.0533, 0.0813, 0.0050], [0.0068, -0.0263, 0.0028], [-0.1623, 0.1062, 0.0681], [0.4185, -0.2653, -0.2041], [-0.3438, -0.1109, -0.0026], [0.3337, 0.0027, 0.0660], [-0.1152, 0.0356, 0.2305], [-0.1422, -0.0142, -0.1549], [0.2126, 0.1270, 0.0427], [0.0054, -0.0095, 0.0211], [0.0064, -0.0365, 0.0112], [0.0812, 0.0058, 0.0407], [0.0041, -0.0267, -0.0713], [0.0052, 0.0232, -0.0109], [0.0186, 0.0120, -0.0499], [-0.0492, 0.0164, 0.0153], [-0.0079, 0.0108, 0.0237], [-0.0301, -0.0138, 0.0082], [-0.0239, 0.0378, -0.0265], [0.0534, 0.0095, -0.1467], [-0.0216, -0.0075, -0.0051], [-0.0306, -0.0465, 0.0261], [-0.1273, 0.0506, 0.0030], [-0.0128, -0.0241, -0.0624], [-0.0074, -0.0268, 0.0122], [-0.0688, 0.3930, 0.1259], [-0.2314, 0.2331, 0.1127], [0.1116, -0.0160, 0.0078], [-0.1717, -0.1926, -0.0701], [0.2314, -0.2123, -0.1630], [-0.2517, -0.4465, -0.0253], [0.0143, 0.0005, -0.0259], [0.0182, 0.0021, -0.0159], [0.0218, 0.0165, -0.0079], [0.0268, -0.0090, 0.0115], [0.0101, 0.0017, 0.0309], [0.0161, -0.0130, 0.0219], [0.0214, 0.0053, 0.0213], [0.0926, 0.0171, -0.0594], [0.0957, -0.0296, 0.0369], [-0.0361, 0.0358, 0.0145], [-0.0258, 0.0384, -0.0119], [-0.0887, -0.0620, -0.0092], [0.0882, -0.0028, -0.0079]], "mulliken_spin": [2.550, 0.015, 0.011, 0.124, 0.016, 0.049, -0.075, 0.038, 0.066, 0.025, 0.003, 0.096, 0.022, 0.094, 0.011, 0.017, 0.002, 0.190, 0.220, 0.360, 0.107, 0.158, 0.001, 0.003, 0.002, 0.001, 0.000, 0.000, 0.001, 0.000, -0.004, -0.002, -0.021, 0.007, 0.001, 0.002, 0.000, 0.045, 0.168, 0.105, 0.214, 0.220, 0.007, 0.114, 0.000, 0.001, -0.001, 0.000, 0.001, 0.000, -0.001, 0.014, 0.003, 0.027, -0.012, 0.006, 0.001]}

***

(2)
{"formula": "C21H25BrHgN5O3S", "method": "wB97M-V/def2-TZVPD", "spin_multiplicity": 2, "de_lowest_kj_mol": 120.7, "charge": 0, "s_squared": 0.77, "e_lumo_ev": [0.16, 0.16], "mol_weight_g_mol": 708.0, "gap_ev": [5.04, 8.33], "total_energy_ev": -120826.3043, "e_homo_ev": [-4.9, -8.2], "symbols": ["Hg", "C", "C", "N", "N", "C", "N", "S", "C", "C", "C", "C", "C", "N", "H", "H", "H", "H", "H", "H", "H", "H", "H", "H", "Br", "C", "C", "C", "C", "C", "C", "C", "O", "O", "H", "H", "H", "H", "O", "C", "C", "C", "C", "C", "C", "N", "H", "H", "H", "H", "H", "H", "H", "H", "H", "H", "H"], "positions_angstrom": [[11.665602, 8.932489, 6.946236], [13.868721, 12.954853, 8.052477], [13.506003, 11.587748, 7.506137], [12.280608, 11.242037, 7.251143], [11.206256, 11.814870, 7.946302], [9.960663, 11.384378, 7.712918], [8.869525, 11.996582, 8.180657], [9.627652, 10.023506, 6.706201], [14.571539, 10.679063, 7.133681], [15.866475, 10.787714, 7.688596], [16.828254, 9.928495, 7.214050], [16.524471, 9.055979, 6.224281], [15.193550, 9.027604, 5.744761], [14.236143, 9.768935, 6.204067], [13.934612, 12.870405, 9.141051], [13.168912, 13.738226, 7.694021], [14.885449, 13.194718, 7.624522], [11.322857, 12.712387, 8.532015], [8.902500, 12.698760, 8.862435], [7.949822, 11.704826, 7.907763], [16.138835, 11.504487, 8.468421], [17.839792, 9.899711, 7.537665], [17.177011, 8.377726, 5.679487], [14.880059, 8.269226, 4.977400], [9.297632, 6.359516, 9.932448], [8.947783, 6.376059, 8.053666], [7.620705, 6.636305, 7.736167], [7.318305, 7.031464, 6.417635], [8.318648, 7.059948, 5.483785], [9.588329, 6.619376, 5.782992], [9.986514, 6.417010, 7.081720], [11.466544, 6.106200, 7.433235], [11.728752, 5.199659, 8.214374], [12.419093, 6.902495, 6.915081], [6.894247, 6.516579, 8.531295], [6.256214, 7.227167, 6.154063], [8.005490, 7.372805, 4.483745], [10.283022, 6.532843, 4.935218], [13.373735, 9.322134, 9.288789], [13.828632, 8.451980, 10.075003], [14.750846, 8.701891, 11.263438], [16.012622, 7.772068, 11.119314], [15.820931, 6.436817, 11.847676], [14.793713, 5.446852, 11.249589], [13.478479, 6.020929, 10.726724], [13.684290, 7.110565, 9.757520], [14.262587, 8.432799, 12.196907], [14.958532, 9.802794, 11.321100], [16.855594, 8.322941, 11.555024], [16.260301, 7.606839, 10.020606], [15.536202, 6.703334, 12.862307], [16.771729, 5.904424, 11.999377], [14.687001, 4.688826, 12.004849], [15.250251, 4.939893, 10.404102], [12.758139, 6.303092, 11.545317], [12.899389, 5.239142, 10.152745], [13.217312, 6.871396, 8.860414]], "atomic_forces_ev_per_a": [[1.9253, -0.2900, 0.0461], [0.8352, -0.5940, -0.6496], [2.1072, 1.2648, 0.4968], [-2.7860, -0.9625, 0.0225], [-0.0312, 1.7238, 0.5048], [1.0486, -0.6891, -0.9097], [-0.4989, 0.3135, 0.0864], [-1.0701, 0.5922, -0.0830], [-0.8057, 1.6787, 0.5602], [0.0376, 0.1843, 0.0041], [0.4224, 0.3018, 0.2193], [-1.8048, -1.4094, -2.4835], [0.9501, -1.9803, -0.6704], [-0.7287, -0.0161, 0.3219], [-0.0029, 0.6388, 0.0934], [0.2694, -0.4071, 0.4491], [-1.0421, 0.0221, 0.7089], [-0.0126, -1.9183, -1.2424], [0.2291, 1.0064, 0.8969], [0.1614, -0.3484, -0.1134], [-0.4211, -0.2534, -0.2810], [0.6621, 0.4082, 0.7055], [0.3943, 0.2498, 0.6045], [0.5196, 0.7646, 0.6850], [0.2450, -0.2745, -0.2372], [0.5878, 0.8594, -0.0792], [0.4473, -0.0542, -0.7742], [-1.2664, -0.5083, 1.4801], [-1.1304, -0.0685, -1.0351], [0.7826, 0.6864, -1.2953], [0.0753, -1.0990, 1.2758], [0.7191, 0.1987, 0.3468], [-0.3608, 0.6125, -0.9036], [-1.7301, -0.6362, 0.5389], [-0.1386, 0.2725, -0.2626], [0.9852, 0.0663, 0.1431], [0.5509, -0.2882, 0.1259], [0.0254, 0.1315, 0.6593], [0.8129, -1.2071, 1.8288], [-0.6892, -0.4997, -1.9800], [0.1976, 0.3822, -0.6770], [0.1509, 0.5046, -0.9844], [-0.1041, 0.1324, -0.0125], [0.7015, 0.6077, -0.2969], [-0.8884, -0.5001, 0.3567], [-1.0414, 0.1360, -0.1949], [-0.2793, -0.0268, 0.1132], [0.0435, -1.0558, -0.2218], [-0.0450, -0.2640, -0.0099], [-0.3394, 0.2882, 1.3093], [-0.3206, -0.0264, 0.3105], [-0.1158, 0.1693, -0.3947], [-0.6199, -0.4665, 0.2954], [0.2303, -0.0062, -0.2289], [0.8041, 0.1114, -0.5258], [0.8441, 0.7362, 0.6380], [0.5077, 0.8061, 0.7194]], "mulliken_spin": [0.037, -0.020, 0.272, 0.140, -0.067, 0.137, 0.048, 0.017, 0.115, 0.121, -0.032, 0.118, -0.044, 0.069, 0.024, 0.003, 0.007, -0.001, 0.000, -0.002, 0.025, -0.003, 0.010, 0.000, -0.001, 0.001, 0.000, -0.001, 0.000, 0.002, -0.007, 0.009, 0.001, 0.009, 0.000, 0.000, 0.000, -0.001, -0.004, 0.005, 0.008, -0.001, 0.001, 0.000, 0.000, 0.001, 0.001, -0.003, 0.000, 0.003, 0.000, 0.000, 0.000, 0.000, 0.000, 0.000, 0.000]}